(1)
Here is 3 unconnected molecules or ions with the total composition C2H9BNO3 in a non-equilibrium geometry from the OMol25 dataset. Energies are from ωB97M-V with the def2-TZVPD basis set.

Element x y z (Å)
B  -1.85  1.02  0.25
C  1.50  1.33  -0.91
C  1.07  1.04  0.47
N  1.46  0.03  1.17
O  -3.73  -3.05  -1.13
O  -2.98  1.60  0.35
O  -0.89  0.31  0.23
H  1.44  0.53  -1.56
H  1.20  2.24  -1.44
H  2.61  1.19  -0.83
H  0.51  1.84  1.10
H  1.87  -0.78  0.72
H  1.26  -0.07  2.24
H  -4.59  -3.10  -0.67
H  -3.58  -3.64  -1.84
H  -3.63  1.74  -0.30

Output
- Kohn-Sham gap: 10.346 eV
- Energy above the lowest of the compared OMol25 structures with the same formula, charge and spin: 2.566 eV
- HOMO energy: -13.8 eV
- DFT total energy: -10523.291 eV
- Total charge: +1

(2)
Here is 2 unconnected molecules or ions with the total composition C2H9N in a non-equilibrium geometry from the OMol25 dataset. Energies are from ωB97M-V with the def2-TZVPD basis set.

Element x y z (Å)
C  0.39  2.14  -1.55
C  -0.28  2.19  -2.94
H  0.27  3.12  -1.07
H  1.42  1.91  -1.29
H  -0.22  1.41  -1.00
H  0.24  1.40  -3.48
H  -1.33  1.96  -2.84
H  -0.12  3.17  -3.37
N  -0.23  -4.23  4.50
H  -0.38  -4.09  3.52
H  0.72  -3.89  4.60
H  -0.47  -5.10  4.93

Output
- Kohn-Sham gap: 11.047 eV
- Energy above the lowest of the compared OMol25 structures with the same formula, charge and spin: 0.565 eV
- HOMO energy: -9.8 eV
- SMILES: CC.N
- DFT total energy: -3709.491 eV

(3)
Here is 2 unconnected molecules or ions with the total composition C2H9N2 from the OMol25 dataset. Energies are from ωB97M-V with the def2-TZVPD basis set.

Element x y z (Å)
C  0.46  1.34  -0.43
N  0.96  2.66  -0.78
H  -0.48  1.35  0.15
H  1.22  0.81  0.14
H  0.27  0.78  -1.35
H  0.28  3.16  -1.34
H  1.11  3.21  0.05
C  -0.37  -2.04  0.04
N  -0.91  -2.39  1.14
H  -0.10  -2.81  -0.68
H  -0.20  -0.99  -0.14
H  -1.15  -1.71  1.85
H  -1.08  -3.37  1.36

Output
- Kohn-Sham gap: 6.539 eV
- Energy above the lowest of the compared OMol25 structures with the same formula, charge and spin: 1.895 eV
- HOMO energy: -12.5 eV
- DFT total energy: -5192.058 eV
- Total charge: +1

(4)
Here is 3 unconnected molecules or ions with the total composition C2H9N2O in a non-equilibrium geometry from the OMol25 dataset. Energies are from ωB97M-V with the def2-TZVPD basis set.

Element x y z (Å)
C  9.98  -0.58  0.56
C  8.65  -0.42  -0.08
N  8.74  0.03  -1.49
N  10.38  0.74  1.16
H  10.65  -0.87  -0.20
H  7.96  -1.31  -0.05
H  8.62  1.02  -1.61
H  9.48  -0.32  -2.05
H  9.93  -1.34  1.37
H  9.49  1.25  0.88
H  10.28  0.75  2.16
H  -30.82  0.80  -0.32
H  -30.09  -0.36  -0.68
O  -31.40  0.10  -0.01

Output
- Kohn-Sham gap (alpha / beta): 7.784 / 8.203 eV
- Energy above the lowest of the compared OMol25 structures with the same formula, charge and spin: 4.494 eV
- HOMO energy (alpha / beta): -8.8 / -9.2 eV
- DFT total energy: -7241.204 eV
- Multiplicity: 2
- Expectation value of S²: 0.753

(5)
Here is 2 unconnected molecules or ions with the total composition C2H9N2O in a non-equilibrium geometry from the OMol25 dataset. Energies are from ωB97M-V with the def2-TZVPD basis set.

Element x y z (Å)
N  -2.01  -1.22  -1.34
H  -2.40  -0.57  -2.07
H  -0.98  -1.12  -1.31
H  -2.34  -2.16  -1.60
C  1.12  -0.44  0.18
O  0.85  -0.99  -1.07
C  0.41  0.92  0.33
N  0.70  1.67  1.53
H  0.78  -1.09  1.03
H  2.23  -0.31  0.36
H  0.70  1.57  -0.56
H  -0.66  0.74  0.23
H  0.02  1.62  2.28
H  1.58  1.37  2.00

Output
- Kohn-Sham gap (alpha / beta): 10.495 / 7.390 eV
- Energy above the lowest of the compared OMol25 structures with the same formula, charge and spin: 0.663 eV
- HOMO energy (alpha / beta): -9.5 / -9.4 eV
- DFT total energy: -7245.035 eV
- Multiplicity: 2
- Expectation value of S²: 0.754

(6)
Here is 2 unconnected molecules or ions with the total composition C2H9N2O in a non-equilibrium geometry from the OMol25 dataset. Energies are from ωB97M-V with the def2-TZVPD basis set.

Element x y z (Å)
C  1.47  -0.24  -0.01
C  0.97  0.56  0.96
N  -0.44  0.97  1.05
N  0.87  -0.92  -1.02
H  2.44  -0.41  -0.27
H  1.63  1.33  1.46
H  -0.55  1.96  0.88
H  -0.92  0.46  0.27
H  -0.86  0.62  1.82
H  0.92  -0.27  -1.79
H  1.41  -1.66  -1.43
H  -2.65  -0.39  -1.24
H  -2.24  -1.46  -0.15
O  -2.05  -0.53  -0.54

Output
- Kohn-Sham gap (alpha / beta): 3.948 / 10.118 eV
- Energy above the lowest of the compared OMol25 structures with the same formula, charge and spin: 3.410 eV
- HOMO energy (alpha / beta): -3.0 / -9.6 eV
- DFT total energy: -7242.289 eV
- Multiplicity: 2
- Expectation value of S²: 0.751

(7)
Here is a molecular structure, C2H9N2O in a non-equilibrium geometry from the OMol25 dataset. Energies are from ωB97M-V with the def2-TZVPD basis set.

Element x y z (Å)
C  -0.14  0.55  -1.53
C  0.08  0.40  0.00
N  -0.73  -0.14  2.10
N  1.23  0.83  0.50
O  -0.89  -0.04  0.75
H  -1.20  0.53  -1.80
H  0.33  -0.31  -2.04
H  0.17  1.50  -1.99
H  -0.05  -2.56  -0.98
H  0.17  -1.80  -1.13
H  -0.16  -1.02  2.28
H  -1.70  -0.35  2.46
H  1.22  0.97  1.50
H  1.67  1.45  -0.13

Output
- Kohn-Sham gap: 11.270 eV
- Energy above the lowest of the compared OMol25 structures with the same formula, charge and spin: 4.185 eV
- HOMO energy: -15.5 eV
- DFT total energy: -7238.171 eV
- Total charge: +1

(8)
Here is 2 unconnected molecules or ions with the total composition C2H9N2O in a non-equilibrium geometry from the OMol25 dataset. Energies are from ωB97M-V with the def2-TZVPD basis set.

Element x y z (Å)
C  -1.76  1.08  1.67
N  -0.39  1.55  1.35
H  -1.76  -0.02  1.68
H  -2.03  1.37  2.68
H  -2.47  1.47  0.97
H  -0.17  2.50  1.61
H  -0.16  1.42  0.35
H  0.29  0.92  1.78
C  0.69  -0.78  -1.48
N  1.16  -2.04  -1.40
O  0.52  -0.07  -0.48
H  0.42  -0.38  -2.46
H  1.73  -2.36  -2.16
H  1.16  -2.41  -0.47

Output
- Kohn-Sham gap: 11.311 eV
- Energy above the lowest of the compared OMol25 structures with the same formula, charge and spin: 0.648 eV
- HOMO energy: -14.4 eV
- DFT total energy: -7241.708 eV
- Total charge: +1

(9)
Here is 2 unconnected molecules or ions with the total composition C2H9N2OP in a non-equilibrium geometry from the OMol25 dataset. Energies are from ωB97M-V with the def2-TZVPD basis set.

Element x y z (Å)
C  -0.97  1.96  0.96
C  -0.65  -2.09  -0.21
N  2.52  0.05  -0.53
N  -1.33  0.94  -0.04
O  0.74  -1.80  -0.28
P  1.12  -0.57  -1.27
H  -0.03  2.48  0.95
H  -1.89  2.62  1.02
H  -0.91  1.43  1.92
H  -1.14  -1.08  0.06
H  -0.78  -3.03  0.46
H  -1.05  -2.37  -1.25
H  3.01  -0.25  0.35
H  3.13  0.53  -1.16
H  -1.76  1.19  -0.97

Output
- Kohn-Sham gap (alpha / beta): 9.557 / 6.288 eV
- Energy above the lowest of the compared OMol25 structures with the same formula, charge and spin: 4.311 eV
- HOMO energy (alpha / beta): -9.0 / -6.3 eV
- DFT total energy: -16533.041 eV

(10)
Here is 2 unconnected molecules or ions with the total composition C2H9N2OPS in a non-equilibrium geometry from the OMol25 dataset. Energies are from ωB97M-V with the def2-TZVPD basis set.

Element x y z (Å)
C  -0.08  -2.61  0.19
N  0.24  -1.23  0.38
P  -0.79  -0.08  0.12
S  -2.70  -0.13  -0.22
N  -0.06  1.35  0.40
C  -0.76  2.61  0.37
H  0.32  -3.17  1.05
H  -1.14  -2.82  0.10
H  0.43  -2.99  -0.70
H  0.95  1.33  0.33
H  -0.44  3.24  -0.47
H  -1.83  2.41  0.27
H  -0.59  3.16  1.30
O  2.21  0.01  -0.96
H  1.73  -0.63  -0.41
H  2.50  -0.45  -1.75

Output
- Kohn-Sham gap: 9.713 eV
- Energy above the lowest of the compared OMol25 structures with the same formula, charge and spin: 0.975 eV
- HOMO energy: -9.3 eV
- SMILES: CN=P(=S)NC.O
- DFT total energy: -27372.225 eV

(11)
Here is 2 unconnected molecules or ions with the total composition C2H9N2PS in a non-equilibrium geometry from the OMol25 dataset. Energies are from ωB97M-V with the def2-TZVPD basis set.

Element x y z (Å)
C  0.73  -1.39  -0.92
C  0.16  -0.16  -0.98
N  -1.11  0.18  -1.10
P  -2.21  -0.84  -0.43
S  -3.75  -1.24  -1.60
H  1.57  -1.54  -0.25
H  0.40  -2.23  -1.49
H  0.88  0.70  -0.98
H  -2.74  -0.26  0.76
H  -1.66  -2.06  -0.02
N  1.55  1.77  1.41
H  1.55  1.79  2.43
H  2.25  1.11  1.07
H  0.63  1.45  1.06
H  1.75  2.70  1.04

Output
- Kohn-Sham gap: 4.645 eV
- Energy above the lowest of the compared OMol25 structures with the same formula, charge and spin: 3.421 eV
- HOMO energy: -6.3 eV
- DFT total energy: -25320.292 eV

(12)
Here is 2 unconnected molecules or ions with the total composition C2H9N2PS3 in a non-equilibrium geometry from the OMol25 dataset. Energies are from ωB97M-V with the def2-TZVPD basis set.

Element x y z (Å)
C  -0.58  2.65  0.72
C  3.09  -0.84  0.36
N  -2.69  -1.73  -0.76
N  -1.99  -1.27  -1.77
P  0.09  -0.15  -0.41
S  -0.49  -0.53  1.44
S  0.23  2.00  -0.75
S  1.85  -1.23  -0.96
H  -0.77  3.76  0.24
H  -0.06  2.87  1.65
H  -1.52  2.27  0.83
H  4.04  -1.03  0.06
H  2.76  -1.45  1.18
H  2.82  0.14  0.62
H  -2.27  -2.44  -0.12
H  -2.80  -0.91  -0.01
H  -1.70  -2.10  -2.34

Output
- Kohn-Sham gap (alpha / beta): 6.907 / 7.837 eV
- Energy above the lowest of the compared OMol25 structures with the same formula, charge and spin: 1.574 eV
- HOMO energy (alpha / beta): -8.3 / -7.9 eV
- DFT total energy: -46992.049 eV

(13)
Here is 2 unconnected molecules or ions with the total composition C2H9N2S in a non-equilibrium geometry from the OMol25 dataset. Energies are from ωB97M-V with the def2-TZVPD basis set.

Element x y z (Å)
C  0.00  2.18  1.16
S  -0.17  0.87  2.44
H  -0.50  1.91  0.23
H  1.06  2.35  0.95
H  -0.39  3.12  1.54
N  -1.14  -1.07  -0.16
C  -0.22  -1.35  -1.27
N  1.19  -1.17  -0.99
H  -0.67  -0.30  0.32
H  -1.17  -1.84  0.49
H  -0.44  -0.63  -2.06
H  -0.43  -2.35  -1.66
H  1.40  -1.51  -0.05
H  1.47  -0.20  -0.95

Output
- Kohn-Sham gap: 6.519 eV
- Energy above the lowest of the compared OMol25 structures with the same formula, charge and spin: 0.538 eV
- HOMO energy: -2.4 eV
- DFT total energy: -16036.017 eV
- Total charge: -1

(14)
Here is 2 unconnected molecules or ions with the total composition C2H9N2S from the OMol25 dataset. Energies are from ωB97M-V with the def2-TZVPD basis set.

Element x y z (Å)
N  -0.38  2.93  1.30
C  -0.12  1.67  0.80
N  -1.06  0.98  0.05
H  -1.24  3.42  1.14
H  0.28  3.41  1.88
H  0.84  1.22  0.97
H  -0.80  0.09  -0.34
H  -1.94  1.42  -0.17
C  -0.20  -2.44  0.00
S  0.91  -1.53  -1.11
H  -0.37  -1.90  0.93
H  -1.16  -2.53  -0.50
H  0.17  -3.43  0.25
H  1.85  -1.28  -0.19

Output
- Kohn-Sham gap (alpha / beta): 5.267 / 9.764 eV
- Energy above the lowest of the compared OMol25 structures with the same formula, charge and spin: 0.588 eV
- HOMO energy (alpha / beta): -4.3 / -8.9 eV
- DFT total energy: -16033.214 eV
- Multiplicity: 2
- Expectation value of S²: 0.753

(15)
Here is 2 unconnected molecules or ions with the total composition C2H9N2S from the OMol25 dataset. Energies are from ωB97M-V with the def2-TZVPD basis set.

Element x y z (Å)
C  -1.50  0.96  1.65
C  0.05  -0.77  -0.05
N  1.39  -0.45  0.14
N  -0.35  -0.59  -1.45
S  1.92  1.07  -0.54
H  -1.02  0.65  2.56
H  -2.45  0.53  1.41
H  -1.20  1.87  1.18
H  -0.30  -1.66  0.45
H  1.71  -0.61  1.08
H  -1.33  -0.30  -1.53
H  -0.21  -1.43  -2.02
H  0.28  0.17  -1.79
H  3.03  0.56  -1.09

Output
- Kohn-Sham gap (alpha / beta): 8.287 / 8.788 eV
- Energy above the lowest of the compared OMol25 structures with the same formula, charge and spin: 4.708 eV
- HOMO energy (alpha / beta): -12.4 / -12.4 eV
- DFT total energy: -16024.699 eV
- Total charge: +1

(16)
Here is a molecular structure, C2H9N2S2 in a non-equilibrium geometry from the OMol25 dataset. Energies are from ωB97M-V with the def2-TZVPD basis set.

Element x y z (Å)
C  0.09  -0.89  0.55
C  -1.18  -0.50  -0.10
N  1.52  -0.06  -0.35
N  -1.52  0.92  0.12
S  1.45  1.59  0.11
S  3.11  -0.76  -0.06
H  0.30  -0.61  1.51
H  0.27  -1.95  0.22
H  -1.97  -1.12  0.39
H  -1.32  -0.76  -1.21
H  -2.31  1.50  -0.40
H  -0.78  1.45  -0.26
H  -1.63  1.01  1.22
H  1.40  2.14  -1.07
H  2.57  -1.97  -0.66

Output
- Kohn-Sham gap: 8.113 eV
- Energy above the lowest of the compared OMol25 structures with the same formula, charge and spin: 4.455 eV
- HOMO energy: -12.0 eV
- DFT total energy: -26860.294 eV
- Total charge: +1

(17)
Here is 2 unconnected molecules or ions with the total composition C2H9N2S2 in a non-equilibrium geometry from the OMol25 dataset. Energies are from ωB97M-V with the def2-TZVPD basis set.

Element x y z (Å)
C  -1.17  -0.92  -0.83
C  -0.49  0.30  -0.40
N  0.29  0.99  -1.30
N  -1.72  -1.71  0.30
S  -0.76  0.89  1.14
S  2.67  0.98  1.05
H  -0.59  -1.56  -1.53
H  -2.02  -0.48  -1.33
H  0.61  1.96  -1.07
H  0.39  0.77  -2.25
H  -1.05  -1.77  1.06
H  -2.06  -2.61  -0.04
H  2.11  1.16  2.30
H  0.28  1.81  1.22
H  3.50  0.19  1.69

Output
- Kohn-Sham gap: 8.652 eV
- Energy above the lowest of the compared OMol25 structures with the same formula, charge and spin: 1.619 eV
- HOMO energy: -13.5 eV
- DFT total energy: -26863.130 eV
- Total charge: +1

(18)
Here is 2 unconnected molecules or ions with the total composition C2H9N3 in a non-equilibrium geometry from the OMol25 dataset. Energies are from ωB97M-V with the def2-TZVPD basis set.

Element x y z (Å)
C  -1.88  -0.44  -0.14
C  1.36  0.71  0.27
N  -0.62  -0.74  0.04
N  -2.65  0.70  0.03
N  2.42  -0.22  -0.03
H  -2.61  -1.15  -0.49
H  1.39  1.03  1.30
H  0.75  1.14  -0.50
H  -0.36  -1.72  0.16
H  -3.63  0.80  -0.33
H  -2.11  1.54  0.20
H  2.33  -1.00  0.63
H  3.37  0.13  -0.22
H  2.24  -0.77  -0.92

Output
- Kohn-Sham gap (alpha / beta): 8.235 / 7.021 eV
- Energy above the lowest of the compared OMol25 structures with the same formula, charge and spin: 3.991 eV
- HOMO energy (alpha / beta): -19.4 / -19.1 eV
- DFT total energy: -6668.445 eV
- Total charge: +2